Computed, not measured: a molecular structure, C4H9CoO3, with ωB97M-V/def2-TZVPD.

Values from the calculation:
⟨S²⟩: 6.013
Electronic energy (Eh): -1766.06554
LUMO level (alpha / beta) (Eh): -0.003 / -0.015
Multiplicity: 5
Orbital gap (alpha / beta) (eV): 6.9 / 7.9

Last column: Löwdin spin population.
Element x y z (Å)
C -1.8473 -2.5362 1.6371  0.009
O -0.6757 -1.7320 1.7001  0.048
H -1.6086 -3.5772 1.8924  0.001
H -2.6168 -2.1392 2.3113  0.001
H -2.2175 -2.4909 0.6022  0.002
O 0.9755 0.9794 1.2936  0.151
C 0.9602 1.9112 2.3503  0.107
C 0.0100 1.7199 3.5332  0.611
O -1.3270 1.4004 3.6336  0.200
C -2.0573 1.1835 2.3729  0.093
Co -0.7058 0.2301 1.0870  2.667
H 0.6799 2.8829 1.8783  0.029
H 1.9637 1.9995 2.8087  0.015
H -0.0694 -1.8999 2.5232  0.002
H -0.1504 2.7695 3.7692  0.034
H -2.3665 2.1702 1.9785  0.015
H -2.9733 0.6577 2.6934  0.013